{
  "formula": "C6H25NO7",
  "method": "the ωB97M-V functional and the def2-TZVPD basis",
  "symbols": ["C", "N", "C", "O", "C", "C", "C", "C", "H", "H", "H", "H", "H", "H", "H", "H", "H", "H", "H", "H", "H", "H", "H", "O", "H", "H", "O", "H", "H", "O", "H", "H", "O", "H", "H", "O", "H", "H", "O"],
  "xyz": [[-0.5710, 0.4046, 0.4261], [-1.6516, 0.8328, -0.4643], [-2.2837, 2.0524, -0.4704], [-2.7755, 2.4963, -1.4940], [0.6515, -0.2229, -0.2400], [1.9411, -0.5093, 0.5407], [1.7767, -1.7597, 1.4369], [3.1170, -0.6189, -0.5110], [-1.0944, -0.3441, 1.1157], [-0.4531, 1.3391, 0.9397], [-1.5663, 0.4262, -1.4288], [-2.3562, 2.6482, 0.4787], [0.8687, 0.4805, -1.0801], [0.4571, -1.1475, -0.7955], [2.1623, 0.3729, 1.1333], [1.2739, -2.5620, 0.8737], [2.5272, -2.1760, 2.0972], [0.9061, -1.4265, 2.0467], [3.3251, -1.6760, -0.7263], [4.0043, -0.1378, -0.1319], [2.8627, -0.1066, -1.4456], [-3.3445, -1.8798, -0.1462], [-3.2363, -2.5974, -1.4527], [-3.2648, -2.7720, -0.5020], [0.4031, -0.7327, 3.4692], [0.8111, -2.1573, 3.9549], [0.5669, -1.2776, 4.2297], [0.4418, 4.1030, -1.4866], [0.4366, 3.3825, -0.2251], [1.0545, 3.6001, -0.9371], [0.0230, 1.7012, 3.5274], [0.0006, 3.1595, 3.5136], [-0.2296, 2.4203, 2.9331], [-0.4989, -2.1461, -3.4076], [-0.8793, -3.3494, -2.5078], [-0.7328, -3.0799, -3.4162], [-0.9141, 1.4735, -3.4472], [-2.3277, 1.0650, -3.2512], [-1.4316, 0.7214, -3.1489]],
  "forces_ev_per_angstrom": [[-2.29, -1.28, 1.61], [0.08, -0.57, -1.79], [0.69, -0.52, -0.28], [-0.53, 0.29, 0.15], [0.02, 0.97, -1.63], [1.22, 0.03, -0.89], [-2.73, 0.86, -0.30], [-0.95, -0.38, 0.42], [1.10, 0.84, -0.32], [1.34, -0.06, 1.05], [-0.33, 0.82, 1.11], [0.38, -0.70, -0.30], [0.28, -0.24, 0.65], [-0.73, -0.10, 0.24], [0.02, 0.07, 0.42], [0.68, -0.02, -0.19], [0.52, 0.43, -0.23], [0.81, -0.63, -0.17], [0.05, 0.30, -0.04], [0.41, -0.06, 0.20], [0.01, -0.16, 0.17], [-0.01, -0.03, 0.23], [-0.04, -0.27, 0.05], [0.12, 0.36, -0.36], [-0.02, -0.13, -0.44], [0.02, -0.11, -0.42], [-0.22, 0.38, 1.56], [0.33, 0.15, -0.42], [0.46, -0.25, 0.28], [-0.83, 0.06, 0.17], [-0.16, -0.31, -0.31], [-0.18, 0.30, -0.41], [0.35, 0.13, 0.82], [-0.07, 0.00, 0.16], [0.05, 0.12, 0.20], [-0.04, -0.05, -0.29], [0.36, 0.05, 0.08], [-0.18, -0.02, 0.24], [-0.02, -0.27, -1.01]],
  "e_tot_ha": -824.994717,
  "smiles": "CC(C)CCNC=O.O.O.O.O.O.O"
}

***

{
  "formula": "C6H26NO8",
  "method": "the ωB97M-V functional and the def2-TZVPD basis",
  "symbols": ["O", "C", "C", "C", "C", "C", "C", "N", "H", "H", "H", "H", "H", "H", "H", "H", "H", "H", "H", "H", "H", "H", "O", "H", "H", "O", "H", "H", "O", "H", "H", "O", "H", "H", "O", "H", "H", "O", "H", "H", "O"],
  "xyz": [[-3.8734, 0.0628, 0.3915], [-3.0666, 0.9754, 0.3712], [-1.6765, 1.0081, -0.4583], [-1.3596, -0.2047, -1.3089], [-1.0291, 0.1573, -2.7841], [1.1212, -0.4174, -3.7618], [0.0313, -0.8781, -3.1737], [-0.6192, 0.8552, 0.6972], [-3.0326, 1.8832, 1.0925], [-1.4879, 1.9387, -1.0875], [-2.2166, -0.9194, -1.2593], [-0.5406, -0.8108, -0.9623], [-1.8714, 0.3073, -3.5590], [-0.5444, 1.1460, -2.7257], [2.0628, -1.0356, -3.9011], [1.2833, 0.5733, -4.1892], [-0.0920, -1.9368, -2.8036], [-0.5101, 1.6151, 1.3868], [0.3139, 0.7284, 0.2881], [-1.0691, 0.0984, 1.2437], [4.5093, 0.8484, -2.2919], [3.4617, -0.1872, -2.6878], [4.1127, -0.0080, -2.0044], [-0.9162, -4.7836, 0.4985], [-0.3529, -4.8185, 1.8159], [-0.5170, -4.1840, 1.1351], [2.8567, -1.8503, 0.0162], [3.1266, -0.4292, -0.6650], [2.6899, -0.9086, 0.1245], [2.5673, 0.6058, 1.1767], [2.7421, 1.5730, 2.2353], [2.0539, 1.3497, 1.5680], [-0.8627, -2.4984, 1.7366], [-2.0575, -1.7517, 1.5548], [-1.1657, -1.5427, 1.8285], [-2.8601, 3.1216, 3.0056], [-1.3891, 3.1360, 3.3834], [-2.0406, 2.6692, 2.8491], [0.7566, 1.8628, 3.0590], [1.0715, 1.0184, 4.2286], [0.3900, 1.6309, 3.9371]],
  "forces_ev_per_angstrom": [[-1.88, -2.87, -0.13], [3.85, 4.33, -0.39], [-1.33, 0.09, 1.08], [-2.26, -0.42, -1.36], [-0.33, -0.25, -0.32], [2.54, -1.27, -0.63], [-0.58, 0.60, -0.02], [-0.05, 1.74, -0.20], [-0.48, -1.36, -1.17], [0.01, -0.74, 1.37], [0.26, 0.58, -0.05], [0.55, 0.12, 0.53], [0.91, -0.70, 1.54], [0.04, -0.37, -0.36], [-1.37, 0.22, -0.02], [-0.60, 0.03, 0.47], [0.26, 1.30, -0.55], [-0.72, 0.03, -0.73], [-0.11, -0.71, 0.56], [1.17, -0.41, -0.19], [-0.37, -0.92, 0.51], [-0.26, -0.14, -0.23], [0.58, 1.15, -0.52], [-0.27, 0.42, -0.63], [0.47, -0.32, 1.26], [-0.13, -0.29, -0.59], [0.06, 0.16, -0.02], [-0.55, -1.20, 1.43], [0.54, 1.06, -1.25], [-1.03, -0.20, -0.31], [-0.83, 0.47, -0.33], [2.07, -0.18, 0.76], [0.39, 1.61, 0.17], [-1.19, 0.83, -0.11], [0.35, -2.52, 0.02], [-0.68, 0.28, 0.00], [-0.01, -0.13, 0.24], [0.89, 0.03, 0.06], [-0.41, -0.17, 0.50], [-0.16, -0.20, 0.34], [0.62, 0.35, -0.71]],
  "s2": 0.7533,
  "e_tot_ha": -900.692933,
  "spin_multiplicity": 2
}

***

{
  "formula": "C6H26O7",
  "method": "the ωB97M-V functional and the def2-TZVPD basis",
  "symbols": ["O", "H", "H", "O", "H", "H", "O", "H", "H", "O", "H", "H", "C", "C", "O", "H", "H", "H", "H", "H", "H", "C", "C", "O", "H", "H", "H", "H", "H", "H", "C", "C", "O", "H", "H", "H", "H", "H", "H"],
  "xyz": [[-1.8673, -0.6265, -0.6589], [-2.6958, -0.2433, -0.9469], [-2.0292, -1.5698, -0.6504], [0.6876, -1.6172, -1.0619], [0.3611, -2.0962, -1.8236], [1.2135, -2.2577, -0.5829], [-0.1830, -0.4388, 0.2342], [0.3698, -0.9656, -0.3430], [-1.0176, -0.3705, -0.2294], [2.5795, -0.5858, -1.1418], [2.7937, -0.5407, -0.2099], [1.8160, -1.1614, -1.1849], [-1.7509, 2.8661, 0.2070], [-2.1946, 1.5056, -0.3098], [-3.1715, 1.6982, -1.3071], [-1.4447, 3.4848, -0.6365], [-0.9336, 2.8263, 0.9272], [-2.5033, 3.4544, 0.7322], [-2.5654, 0.9035, 0.5197], [-1.2746, 1.0111, -0.6215], [-3.5533, 0.8581, -1.5721], [1.5197, 1.3428, 0.2052], [1.1662, 1.5088, -1.2448], [2.3070, 1.1610, -2.0823], [2.4910, 1.6857, 0.5614], [1.2469, 0.3460, 0.5517], [0.8737, 1.9734, 0.8159], [0.8651, 2.5506, -1.3543], [0.2106, 1.0715, -1.5339], [2.6333, 0.3181, -1.7588], [-0.0511, -2.5145, 2.5021], [0.9289, -2.0046, 1.4741], [1.0888, -0.6437, 1.5221], [-1.0254, -2.0883, 2.2633], [0.1543, -2.2376, 3.5362], [-0.0452, -3.5959, 2.3656], [0.5331, -2.2038, 0.4782], [1.8623, -2.5607, 1.5619], [0.6041, -0.2433, 0.7967]],
  "forces_ev_per_angstrom": [[-12.38, -6.47, -7.16], [-0.26, -0.13, -0.24], [0.07, -0.71, 0.22], [1.04, -10.00, -10.73], [-0.43, 0.04, -0.90], [0.40, -1.54, 0.34], [-7.68, 3.82, -1.15], [-2.87, 3.71, 2.27], [3.75, 2.34, 2.15], [4.62, -7.31, 4.50], [0.52, 0.34, 0.54], [1.82, 1.53, -1.38], [-0.35, 0.74, 0.03], [1.16, 2.95, 2.06], [-0.13, -0.07, -0.38], [0.21, -0.04, -0.05], [0.10, -0.43, -0.30], [-0.50, -0.28, -0.14], [-0.33, 0.48, 0.25], [-0.57, 1.82, -0.45], [-0.49, 0.27, -0.38], [-0.88, 1.31, 0.58], [2.14, 1.52, -0.84], [-3.21, 7.22, -3.19], [0.45, -0.23, -0.76], [5.31, 5.71, -1.92], [-0.34, 0.13, 0.01], [0.71, 0.47, -0.67], [0.28, -0.99, -0.17], [0.49, 1.63, -1.15], [-0.29, -0.34, -0.45], [0.12, 0.02, 1.31], [10.01, -5.62, 12.14], [-0.18, -0.17, 0.02], [0.42, -0.06, -0.17], [-0.47, -0.24, 0.47], [-0.70, -1.75, 2.97], [0.60, -0.03, 0.22], [-2.16, 0.36, 2.52]],
  "e_tot_ha": -770.067117
}

***

{
  "formula": "C6H26O8",
  "method": "the ωB97M-V functional and the def2-TZVPD basis",
  "symbols": ["C", "C", "C", "C", "C", "C", "H", "H", "H", "H", "H", "H", "H", "H", "H", "H", "H", "H", "O", "H", "H", "O", "H", "H", "O", "H", "H", "O", "H", "H", "O", "H", "H", "O", "H", "H", "O", "H", "H", "O"],
  "xyz": [[-1.0710, 0.7903, -3.4739], [-0.2327, 0.5841, -2.2429], [-0.5688, 1.0109, -1.0296], [-1.9868, 1.4521, -0.7595], [-2.3166, 2.3344, 0.1689], [1.0482, -0.1731, -2.4506], [-1.6455, 1.7084, -3.3780], [-1.7143, -0.0860, -3.5985], [-0.5347, 0.8406, -4.4384], [-0.0875, 0.7818, -0.0897], [-2.7160, 0.9021, -1.3350], [-1.6741, 3.0739, 0.6294], [-3.3404, 2.5831, 0.4431], [1.5541, 0.1065, -3.3673], [0.7543, -1.2267, -2.3786], [1.6818, -0.1545, -1.5558], [0.0777, 0.8101, 1.9789], [1.5453, 1.0502, 1.9943], [0.9100, 0.3167, 1.8940], [1.5503, -1.3061, 1.4861], [2.7474, -1.6463, 2.1685], [2.2104, -2.0306, 1.4813], [-0.8862, -3.3995, -1.2385], [-0.3056, -2.2735, -0.3754], [-1.0980, -2.5792, -0.7971], [2.6393, -3.2258, -1.8117], [2.2902, -2.9227, -0.2711], [1.9782, -3.1396, -1.1538], [0.9119, 3.6963, 2.4113], [0.0360, 2.6920, 3.3053], [0.7901, 2.7956, 2.7035], [-1.0102, -0.1013, 3.7291], [-2.2179, -0.1530, 2.8166], [-1.7050, 0.4464, 3.3738], [2.9115, 0.8787, -0.4652], [3.3506, 1.2861, 0.9143], [3.3623, 1.5981, -0.0039], [-3.0078, -3.0084, 1.5180], [-1.7989, -1.9624, 1.2913], [-2.4315, -2.3496, 1.9068]],
  "forces_ev_per_angstrom": [[-0.09, -0.11, -0.16], [1.51, 0.28, -0.20], [-2.43, 0.11, 0.11], [1.36, -0.14, -0.08], [-1.08, 1.10, 0.15], [-0.64, -0.60, 1.10], [-0.32, -0.15, -0.10], [-0.35, 0.15, 0.09], [0.28, 0.08, 0.67], [0.93, 0.08, -0.50], [-0.48, 0.00, 0.20], [0.80, -0.58, 0.13], [-0.14, -0.42, -0.38], [0.23, -0.24, -0.01], [0.19, -0.14, -0.94], [0.16, 0.55, -0.30], [-0.05, -0.35, 0.05], [-0.42, -0.33, -0.03], [0.22, 0.37, 0.09], [-0.24, -0.34, -0.42], [0.88, -0.41, 0.47], [-0.56, 0.58, -0.12], [0.40, -0.22, -0.02], [0.92, -0.04, -0.02], [-1.15, 0.30, -0.08], [1.24, 0.03, -0.35], [0.71, 0.12, 0.06], [-1.97, -0.14, 0.43], [-0.38, 0.36, 0.19], [0.23, 0.55, -0.32], [0.11, -0.55, 0.26], [0.30, -0.40, 0.27], [-0.15, -0.09, 0.07], [-0.11, 0.43, -0.36], [0.03, 0.19, -0.13], [0.24, 0.24, -0.35], [-0.14, -0.38, 0.49], [0.38, 0.17, -0.66], [-0.58, -0.80, -0.58], [0.15, 0.74, 1.27]],
  "e_tot_ha": -846.063261,
  "smiles": "C=CC=C(C)C.O.O.O.O.O.O.O.O"
}